18
Properties=species:S:1:pos:R:3 method="wB97M-V/def2-TZVPD" de_lowest_kcal_mol=24.6 homo_ev=-7.9 orbital_gap_ev=8.7 smiles="C[C@H]1NC=NS[C@@H]1C"
C -1.49051 -0.24744 -1.34933
C -0.59058 0.23378 -0.18594
N -0.59355 -0.65647 0.99482
C 0.15013 -1.81423 0.83291
N 1.12900 -2.09058 0.04360
S 1.91487 -0.76622 -0.83575
C 0.87815 0.65422 -0.42743
C 1.32284 1.49638 0.79930
H -1.33944 0.56089 -2.05237
H -1.15884 -1.15921 -1.76708
H -2.53972 -0.30757 -1.06896
H -1.08245 1.17487 0.04061
H -1.45581 -0.76383 1.50817
H -0.20239 -2.65924 1.44474
H 0.95469 1.21403 -1.40895
H 0.87220 2.48799 0.72348
H 2.37388 1.52548 0.95887
H 0.85756 1.11715 1.74928


128
Properties=species:S:1:pos:R:3 method="wB97M-V/def2-TZVPD" total_charge=+3 multiplicity=3 homo_ev="-14.3 / -14.3" orbital_gap_ev="4.7 / 4.4" s_squared=2.026
W 1.06512 -1.20060 0.05127
C 3.97592 -0.78560 2.15667
C 3.01662 0.22850 1.53647
C 3.78792 1.33880 0.83847
C 2.00402 0.68650 2.56087
C 2.18962 1.87860 3.23747
C 1.31382 2.24870 4.24667
C 0.27232 1.41220 4.57517
C 0.04992 0.18610 3.93517
C -1.16138 -0.55650 4.46267
C -1.80098 -1.63600 3.59297
C -0.85088 -1.12030 5.85657
C 0.93142 -0.16880 2.90387
N 0.83122 -1.39130 2.16877
C 0.82332 -2.48510 2.88227
C 0.58042 -3.79740 2.39357
C 0.64522 -4.90010 3.26587
C 0.31082 -6.16400 2.83867
C -0.09728 -6.36680 1.51667
C -0.13688 -5.31860 0.62477
C 0.20762 -4.01820 1.03427
N 0.23582 -2.95910 0.19247
C 0.21712 -3.07840 -1.21273
C 1.48812 -3.29870 -1.84853
C 1.52572 -3.52560 -3.21363
C 0.34922 -3.57250 -3.94863
C -0.87458 -3.40260 -3.32733
C -0.98478 -3.15630 -1.96153
C -2.38708 -3.07570 -1.40383
C -2.53418 -2.36870 -0.05703
C -3.00128 -4.48200 -1.29293
C 2.74802 -3.38550 -0.99883
C 3.00752 -4.83530 -0.56573
C 3.99982 -2.85710 -1.70343
H 4.72232 -1.11120 1.43427
H 3.45992 -1.65750 2.56057
H 4.49602 -0.30900 2.98767
H 2.43252 -0.32270 0.69897
H 4.56012 1.72970 1.49847
H 3.13512 2.15280 0.53687
H 4.28812 0.94900 -0.04793
H 3.02122 2.52050 2.99737
H 1.46552 3.17810 4.77527
H -0.41028 1.70880 5.35667
H -1.91928 0.22260 4.59757
H -1.73578 -1.38460 2.53887
H -2.84878 -1.72250 3.86407
H -1.35248 -2.60940 3.76017
H -0.07148 -1.87640 5.81337
H -1.74858 -1.57480 6.26437
H -0.52878 -0.34080 6.54057
H 0.99522 -2.39300 3.95297
H 0.96442 -4.73800 4.28347
H 0.35792 -6.99900 3.51777
H -0.37238 -7.35680 1.18497
H -0.41698 -5.48500 -0.40553
H 2.47182 -3.69890 -3.69843
H 0.38712 -3.75990 -5.01003
H -1.77878 -3.49110 -3.90943
H -2.96258 -2.51330 -2.14903
H -2.37098 -3.06200 0.76547
H -3.54698 -1.98360 0.03597
H -1.83258 -1.53090 0.03447
H -2.58308 -5.00630 -0.43813
H -2.83208 -5.07220 -2.18853
H -4.07108 -4.39580 -1.13003
H 2.58862 -2.76770 -0.05593
H 3.07452 -5.47840 -1.44073
H 2.22332 -5.22510 0.07627
H 3.95242 -4.89730 -0.03263
H 4.41022 -3.62410 -2.35453
H 4.76442 -2.61590 -0.96843
H 3.80282 -1.97780 -2.31153
Cl 5.28652 0.47730 -2.96733
C 3.52862 0.86980 -3.17523
Cl 2.96512 0.33240 -4.79333
Cl 3.31052 2.64380 -2.98003
C 2.72112 0.18730 -2.22953
N 1.97922 -0.35490 -1.49803
C 0.41402 2.39140 -0.88443
P -0.37448 0.86060 -0.17543
C -1.54808 0.58740 -1.54703
C -2.84138 1.10330 -1.56523
C -3.60848 1.00670 -2.71493
C -3.08598 0.42440 -3.85743
C -1.79988 -0.09370 -3.84283
C -1.03928 -0.02930 -2.68963
C -1.32368 1.57680 1.20507
C -0.90398 2.74900 1.83887
C -1.66018 3.29970 2.85797
C -2.84378 2.69690 3.25317
C -3.27288 1.54000 2.62227
C -2.51438 0.97700 1.60927
P -1.03608 3.56880 -1.05553
C -1.39768 3.73570 -2.83133
C -0.54368 3.40640 -3.87833
C -0.93838 3.68310 -5.17583
C -2.16928 4.26550 -5.43803
C -3.02438 4.58350 -4.39313
C -2.64138 4.31040 -3.09623
C -0.37888 5.21720 -0.64813
C -1.30128 6.13690 -0.15743
C -0.91878 7.44620 0.06607
C 0.38932 7.83050 -0.18803
C 1.30852 6.90940 -0.66793
C 0.93862 5.59500 -0.89503
H 0.88862 2.16030 -1.83893
H 1.15022 2.81110 -0.19653
H -3.25758 1.58100 -0.69063
H -4.61788 1.38720 -2.71793
H -3.67968 0.36860 -4.75633
H -1.38988 -0.54240 -4.73453
H -0.03308 -0.44180 -2.69063
H 0.01082 3.24240 1.54777
H -1.32908 4.20670 3.34007
H -3.43738 3.13450 4.04007
H -4.20488 1.07970 2.91227
H -2.86218 0.08580 1.11057
H 0.43332 2.97940 -3.69803
H -0.26788 3.45730 -5.99093
H -2.45758 4.47750 -6.45483
H -3.97958 5.04300 -4.58763
H -3.29968 4.54690 -2.27213
H -2.31488 5.81760 0.04197
H -1.63528 8.16070 0.43777
H 0.69502 8.84970 -0.01053
H 2.32122 7.21940 -0.87783
H 1.65322 4.88720 -1.29343


55
Properties=species:S:1:pos:R:3 method="wB97M-V/def2-TZVPD" de_lowest_kcal_mol=29.6 homo_ev=-6.6 orbital_gap_ev=6.2
C -2.45634 0.60924 -3.77660
C -2.21872 -0.60493 -3.13593
C -1.45425 -0.64414 -1.94369
C -0.98551 0.54816 -1.42475
C -1.16487 1.75009 -2.08395
C -1.91959 1.78913 -3.27012
C -1.25849 -1.98806 -1.27722
C 0.09597 -2.68232 -1.51211
N 1.32543 -1.93379 -1.45310
Sr -0.82803 0.74793 1.19019
C -0.60387 3.03589 -1.49977
P 1.07445 2.84660 -0.77102
H -2.61614 -1.54894 -3.53465
H -2.07460 2.74994 -3.76589
H -3.01101 0.61530 -4.71208
H -1.27031 3.44528 -0.71219
H -0.45859 3.81472 -2.26764
H -1.45990 -1.97580 -0.19243
H -2.00251 -2.69347 -1.67652
H 0.20568 -3.47297 -0.75043
C 1.84736 4.33289 -0.06368
C 2.11677 2.52795 -2.24351
H 0.06305 -3.16629 -2.49884
C 1.81305 -1.21713 -2.59767
C 2.28288 -2.26771 -0.42225
H 0.48702 2.58472 0.56897
H 2.32485 -1.89730 -3.31107
H 0.97835 -0.71103 -3.11274
H 2.54259 -0.45571 -2.26464
H 2.95895 -3.09133 -0.73426
H 2.91092 -1.38887 -0.18471
H 1.74856 -2.57950 0.49676
H 2.26973 3.46695 -2.80327
H 3.09982 2.13692 -1.94026
H 1.64043 1.79342 -2.90856
H 2.02577 5.03968 -0.88809
H 1.19171 4.80913 0.67455
H 2.80075 4.10457 0.44251
H 1.33268 1.51168 -0.28564
C -1.60054 0.43080 3.93984
Si -0.88819 -1.32519 3.73607
C 0.97378 -1.07445 3.85917
C -1.45746 -2.41968 5.15401
C -1.30726 -1.90956 2.03924
H -1.63869 0.61431 5.01963
H -2.63235 0.51081 3.55217
H -0.98520 1.28638 3.57290
H 1.25193 -0.86583 4.90298
H 1.50524 -1.98340 3.54696
H 1.34477 -0.23672 3.24515
H -2.54166 -2.60107 5.10833
H -0.96688 -3.40549 5.14972
H -1.24908 -1.96476 6.13557
H -2.37516 -2.15194 1.92338
H -0.78729 -2.84510 1.76121


Which max |F| belongs to each record? In order, 1.85; 4.70; 3.01 eV Å⁻¹.